This record from the Open Molecules 2025 dataset describes a molecular structure, C28H39MnN7O3S. The level of theory is ωB97M-V with the def2-TZVPD basis set.

Results
- E_HOMO (spin up / spin down): -12.9 / -13.4 eV
- Total energy: -88386.663 eV
- Charge: +2
- M: 608.67 g mol⁻¹
- Orbital gap (spin up / spin down): 0.279 / 0.297 Ha
- Spin multiplicity: 6

The geometry in XYZ format:
```
79
C28H39MnN7O3S ωB97M-V with the def2-TZVPD basis set
Mn -0.01 1.64 -0.03
C -4.58 -0.02 -2.79
N -3.66 0.95 -2.22
C -4.09 2.34 -2.28
C -2.56 0.62 -1.55
O -1.87 1.49 -0.98
C -2.20 -0.86 -1.48
O -1.01 -1.05 -0.74
C -0.06 -1.94 -1.31
C 0.98 -1.06 -2.01
O 1.63 1.15 -1.16
N 2.27 -1.77 -2.57
C 3.70 0.38 -2.85
C 2.53 -3.11 -1.98
H -4.98 0.37 -3.72
H -4.10 -0.97 -3.01
H -5.42 -0.20 -2.11
H -4.42 2.57 -3.29
H -4.93 2.51 -1.60
H -3.27 2.99 -2.02
H -3.02 -1.40 -0.99
H -2.09 -1.23 -2.50
H 0.37 -2.51 -0.50
H -0.53 -2.63 -2.02
H 4.18 1.13 -2.22
H 4.45 -0.03 -3.52
H 2.92 0.89 -3.41
H 2.46 -3.06 -0.90
H 1.80 -3.82 -2.38
H 3.53 -3.42 -2.27
C -2.57 1.96 3.79
C -1.88 1.17 4.70
C -0.76 0.47 4.27
C -0.36 0.59 2.96
N -1.01 1.37 2.08
C -2.09 2.03 2.49
C 0.81 -0.15 2.39
C 1.65 -0.98 3.11
C 2.68 -1.61 2.43
C 2.83 -1.42 1.06
C 1.94 -0.58 0.40
N 0.98 0.03 1.09
C 1.92 -0.14 -1.08
C 3.14 -0.66 -1.91
C 2.37 -1.87 -4.02
C 1.57 -1.17 -4.80
C 0.54 -0.31 -4.20
N 0.29 -0.27 -2.96
H -3.46 2.50 4.08
H -2.22 1.09 5.72
H -0.23 -0.16 4.97
H -2.59 2.64 1.75
H 1.53 -1.13 4.17
H 3.38 -2.24 2.96
H 3.65 -1.90 0.55
H 3.94 -1.15 -1.36
H 3.15 -2.54 -4.36
H 1.66 -1.24 -5.87
H -0.05 0.32 -4.86
C 2.56 4.73 3.60
C 1.36 3.80 3.53
N 0.18 4.46 2.98
C -0.11 4.57 1.68
S 0.92 3.91 0.47
N -1.21 5.23 1.32
C -2.08 6.00 2.21
C -1.49 7.34 2.64
H 3.41 4.20 4.03
H 2.35 5.60 4.23
H 2.84 5.07 2.60
H 1.08 3.45 4.52
H 1.58 2.94 2.91
H -0.39 4.98 3.63
H -1.29 5.39 0.33
H -2.33 5.38 3.08
H -3.02 6.15 1.68
H -0.54 7.22 3.16
H -2.18 7.86 3.30
H -1.31 7.97 1.76
```